# 1
Computed, not measured: a structure of composition C37H41IrN2O4SSi, with wB97M-V/def2-TZVPD.

Structure (XYZ):
```
87
Properties=species:S:1:pos:R:3
Ir -0.54077 0.58753 -1.18774
C 0.33693 -5.21592 -0.06380
C 0.69300 -4.02010 0.80859
C 1.35199 -4.45023 2.09482
O -0.50848 -3.25920 1.06525
C -0.52722 -2.07463 0.28789
C 0.69556 -2.34472 -0.66186
O 1.54613 -3.10895 0.14505
C 1.46042 -1.17807 -1.34495
O 1.16594 -0.01140 -0.58455
C 2.95427 -1.43353 -1.34502
C 3.45772 -2.48865 -2.09905
C 4.81806 -2.73976 -2.12286
C 5.68461 -1.93538 -1.39086
C 5.18176 -0.88751 -0.63805
C 3.81444 -0.63370 -0.61195
C 0.93890 -0.87210 -2.77352
C 1.75247 -0.14833 -3.65341
C 1.26901 0.26643 -4.87944
C -0.04610 -0.00984 -5.25847
C -0.87259 -0.71060 -4.40514
C -0.38640 -1.14559 -3.16689
C -0.72541 -0.88842 1.30551
O -1.01316 0.40219 0.68782
C 0.39629 -0.72489 2.32665
C 1.32445 0.30657 2.23743
C 2.30069 0.46321 3.21225
C 2.35307 -0.39718 4.29806
C 1.40833 -1.40596 4.41314
C 0.43466 -1.56304 3.43856
C -2.06608 -1.10509 2.04901
C -2.35093 -0.19566 3.07344
C -3.57558 -0.20569 3.71920
C -4.54421 -1.13483 3.35923
C -4.26660 -2.04958 2.35808
C -3.03734 -2.03814 1.70614
H -0.27706 -5.90814 0.51156
H 1.24744 -5.72906 -0.37205
H -0.23019 -4.92780 -0.94880
H 0.61687 -4.93027 2.74051
H 1.78262 -3.59266 2.60331
H 2.14120 -5.16822 1.87344
H -1.43677 -2.07262 -0.33219
H 0.29548 -2.99093 -1.45266
H 2.78328 -3.11962 -2.66921
H 5.20457 -3.56321 -2.70923
H 6.74894 -2.13018 -1.40783
H 5.85241 -0.26288 -0.06240
H 3.41976 0.17600 -0.01388
H 2.77201 0.07290 -3.36693
H 1.92060 0.81068 -5.55014
H -0.41360 0.31607 -6.22219
H -1.88964 -0.94447 -4.69122
H -1.01953 -1.79507 -2.56798
H 1.27278 1.01083 1.42226
H 3.01487 1.27256 3.12642
H 3.11180 -0.27006 5.05931
H 1.42179 -2.07070 5.26759
H -0.30751 -2.34328 3.54508
H -1.59273 0.51938 3.37095
H -3.76656 0.49957 4.51857
H -5.49848 -1.15581 3.86915
H -5.00401 -2.79257 2.08255
H -2.85261 -2.79116 0.95395
C 0.74988 6.21328 -1.69006
Si -0.66678 5.54086 -0.69135
C -2.30554 6.14870 -1.35755
C -0.49377 5.93720 1.11934
C -0.66733 3.69712 -0.86118
C -0.61539 2.48757 -0.95845
H 0.74482 7.30566 -1.67465
H 0.68661 5.88848 -2.73039
H 1.70652 5.87521 -1.28745
H -2.27387 7.22909 -1.51764
H -3.11998 5.94871 -0.65686
H -2.54183 5.68091 -2.31545
H -0.46888 7.01685 1.28422
H 0.42976 5.51474 1.51994
H -1.32837 5.52850 1.69295
N -4.41221 2.62596 -1.37809
C -3.57885 1.76808 -0.80935
N -3.41723 1.70457 0.48250
S -2.75190 0.63327 -1.87911
H -4.91308 3.31842 -0.84261
H -4.44704 2.68438 -2.38130
H -3.84765 2.37195 1.10544
H -2.66341 1.11190 0.85059
```

⟨S²⟩: 0.760
LUMO (alpha / beta) (eV): -3.94 / -5.19
Net charge: +1
HOMO-LUMO gap (alpha / beta) (eV): 7.078 / 5.827
2S+1: 2
E_HOMO (alpha / beta) (eV): -11.0 / -11.0
Molecular weight (g/mol): 830.12

# 2
Computed, not measured: a structure of composition C37H41IrN3O5, with wB97M-V/def2-TZVPD.

Structure (XYZ):
```
87
Properties=species:S:1:pos:R:3
Ir -0.20538 -1.07371 -0.61001
O 0.30222 2.44305 6.08993
C -0.33316 1.25803 6.05056
O -0.89926 0.83812 7.01604
C -0.28623 0.48663 4.75748
C -1.20861 -0.54495 4.61570
C -1.23113 -1.30407 3.46036
C -0.31104 -1.03525 2.45380
C 0.61345 -0.01141 2.57347
C 0.62156 0.74259 3.73524
N -0.31829 -1.82625 1.26188
C -0.39623 -3.10254 1.33274
C -0.43937 -3.83390 0.07309
C -0.65104 -5.19448 -0.01661
C -0.74247 -5.77791 -1.27053
C -0.62421 -4.97069 -2.38819
C -0.39514 -3.61403 -2.22924
N -0.28576 -3.05197 -1.02475
H 0.62838 2.70257 5.22113
H -1.90614 -0.73022 5.42094
H -1.98365 -2.07172 3.32404
H 1.31115 0.16933 1.76477
H 1.37227 1.51931 3.82233
H -0.41868 -3.61581 2.28858
H -0.75460 -5.77807 0.88809
H -0.91315 -6.84051 -1.37252
H -0.70120 -5.37833 -3.38587
H -0.28180 -2.95577 -3.07624
C -6.32821 4.31182 0.40940
C -5.20401 3.32721 0.25076
C -4.06219 3.65664 -0.46708
C -3.01621 2.75889 -0.62868
C -1.79255 3.16781 -1.40787
C -3.14640 1.48316 -0.06814
C -4.29276 1.11460 0.65141
C -4.44130 -0.24871 1.27205
C -5.29711 2.05607 0.80815
C -2.04510 0.51689 -0.23584
O -2.25798 -0.70383 -0.59063
O -0.82437 0.83199 -0.06776
H -6.00398 5.32623 0.18348
H -6.72573 4.29508 1.42391
H -7.14789 4.06333 -0.26764
H -3.97981 4.64405 -0.90686
H -1.95663 4.12954 -1.89074
H -1.55481 2.43680 -2.18451
H -0.91980 3.24818 -0.76010
H -3.57176 -0.49598 1.88267
H -4.54718 -1.02125 0.51142
H -5.31900 -0.27719 1.91583
H -6.17939 1.79234 1.38049
C 0.45534 0.85942 -4.73106
C 0.16978 0.18086 -3.47821
N -0.05556 -0.34493 -2.49066
H 1.30502 0.38165 -5.21616
H 0.70107 1.89994 -4.52058
H -0.41587 0.81272 -5.38198
C 2.72862 -2.93566 -2.55765
C 3.54574 -2.75409 -1.28021
C 2.91868 -3.38198 -0.03432
C 3.89634 -1.29672 -1.09238
C 5.21582 -0.92557 -1.34217
C 5.64728 0.38292 -1.25068
C 4.73149 1.35646 -0.89556
C 3.40971 1.03912 -0.62371
C 2.42751 2.13722 -0.25957
C 2.04962 2.94693 -1.50593
C 2.95429 3.05646 0.84347
C 2.97241 -0.30204 -0.71032
O 1.68918 -0.48274 -0.31765
H 2.40219 -3.97153 -2.68088
H 3.33523 -2.66565 -3.42411
H 1.85863 -2.28151 -2.55474
H 4.49066 -3.27526 -1.45177
H 2.08221 -2.78478 0.32446
H 3.65217 -3.42571 0.77166
H 2.57968 -4.40203 -0.23751
H 5.91976 -1.70094 -1.62333
H 6.67903 0.63903 -1.45040
H 5.05370 2.38872 -0.82585
H 1.51621 1.67131 0.10487
H 2.92289 3.44391 -1.93399
H 1.30322 3.70899 -1.27067
H 1.64179 2.28381 -2.27466
H 3.82261 3.63145 0.51745
H 3.26101 2.47929 1.71887
H 2.18423 3.76922 1.14602
```

LUMO (eV): -4.20
Net charge: +1
HOMO-LUMO gap (eV): 5.636
E_HOMO (eV): -9.8
Molecular weight (g/mol): 799.97

# 3
Computed, not measured: a structure of composition C37H41N2O4S3W, with wB97M-V/def2-TZVPD.

Structure (XYZ):
```
88
Properties=species:S:1:pos:R:3
W 0.48575 0.02533 0.01819
C -1.67659 -1.03757 3.47106
C -0.52345 -1.19530 2.52134
O -0.61476 -0.60140 1.36647
C 0.62502 -1.96851 2.83953
C 0.63283 -2.81441 3.97492
C 1.69474 -3.63080 4.25476
C 2.81344 -3.63689 3.41730
C 2.86571 -2.79965 2.32710
C 1.80357 -1.93189 2.01392
O 1.93606 -1.07560 1.03287
H -2.37371 -0.30472 3.06703
H -1.31990 -0.69332 4.44112
H -2.20901 -1.97722 3.61522
H -0.22918 -2.83273 4.62186
H 1.66303 -4.27850 5.11854
H 3.64061 -4.29718 3.63815
H 3.73736 -2.78350 1.68835
C 2.25368 5.26181 1.88227
C 0.98337 5.27649 1.05021
S 0.21928 3.63747 0.76065
C -0.40694 3.21181 2.42240
C 0.63362 2.57007 3.31699
S 1.40902 1.15581 2.42525
C 3.22750 1.47775 2.44717
C 3.75074 2.88823 2.64682
S 3.49630 4.05989 1.26183
H 2.04991 5.04993 2.92977
H 2.72804 6.24183 1.81228
H 1.19301 5.64244 0.04634
H 0.23005 5.91920 1.50731
H -1.19476 2.48183 2.23170
H -0.83004 4.10801 2.87462
H 0.16076 2.15443 4.20858
H 1.40475 3.26297 3.62948
H 3.57421 1.06436 1.49644
H 3.60210 0.85223 3.26317
H 4.83577 2.80475 2.73116
H 3.38878 3.33750 3.56959
O -4.76639 -4.74249 -2.72712
C -3.52247 -4.97921 -3.17901
O -3.31318 -5.83833 -3.98780
C -2.43939 -4.10481 -2.63628
C -2.51424 -3.46791 -1.39719
C -1.49551 -2.63967 -0.97331
C -0.36201 -2.42810 -1.77160
C -0.28356 -3.09537 -3.00378
C -1.30084 -3.92280 -3.42034
N 0.61097 -1.53743 -1.34639
C 1.87521 -1.65739 -1.82715
C 2.72580 -0.56814 -1.68114
C 4.06145 -0.50220 -2.16214
C 4.76839 0.65745 -2.05726
C 4.15234 1.78424 -1.46051
C 2.87761 1.66810 -0.98534
N 2.14617 0.53002 -1.05191
H -4.82264 -3.96487 -2.15667
H -3.36113 -3.63708 -0.74507
H -1.56290 -2.15276 -0.00346
H 0.55669 -2.91317 -3.65477
H -1.24283 -4.42347 -4.37522
H 2.19276 -2.55638 -2.33773
H 4.48597 -1.38428 -2.61268
H 5.77838 0.73347 -2.42789
H 4.67804 2.72048 -1.36577
H 2.36481 2.50982 -0.52480
C -2.73404 1.69403 0.05992
C -2.10482 1.51802 -1.32748
C -2.40952 2.77345 -2.16429
C -0.62161 1.25613 -1.16147
C -2.72398 0.34477 -2.08598
C -2.06633 -0.15706 -3.20695
C -2.67776 -1.08130 -4.03342
C -3.95675 -1.53062 -3.75268
C -4.60324 -1.07022 -2.61954
C -3.99118 -0.14365 -1.79314
H -2.31336 2.58433 0.51784
H -2.52959 0.81082 0.67411
H -3.80585 1.85432 -0.00800
H -1.98250 3.66091 -1.70167
H -3.48519 2.91133 -2.25596
H -2.00076 2.66693 -3.16551
H -0.10130 1.85015 -1.93774
H -1.07346 0.19793 -3.44954
H -2.16801 -1.43905 -4.91548
H -4.45264 -2.22058 -4.41731
H -5.60760 -1.39741 -2.39126
H -4.53868 0.20413 -0.93391
```

LUMO (alpha / beta) (eV): -4.26 / -4.27
Net charge: +1
HOMO-LUMO gap (alpha / beta) (eV): 5.363 / 5.350
E_HOMO (alpha / beta) (eV): -9.6 / -9.6
Molecular weight (g/mol): 857.79

# 4
Computed, not measured: a structure of composition C37H41N8O7ReS4, with wB97M-V/def2-TZVPD.

Structure (XYZ):
```
98
Properties=species:S:1:pos:R:3
Re 0.70409 -0.77661 -0.10558
C -1.48933 1.61797 5.36475
C -0.41473 1.72034 4.34883
N 0.36033 2.74326 4.15647
N 1.20023 2.36004 3.16006
C 0.97211 1.13006 2.73500
S 1.95942 0.28815 1.58970
N -0.06139 0.70034 3.49267
N -0.61427 -0.55619 3.37436
H -1.36410 2.42528 6.08122
H -1.43979 0.66755 5.89571
H -2.47519 1.70663 4.90662
H 1.82282 3.05344 2.70768
H -0.85427 -0.94055 4.27873
H -1.40359 -0.54181 2.74010
C -2.93476 -4.86823 -4.27584
O -3.86251 -3.95553 -3.70251
C -3.38803 -2.97897 -2.91661
C -4.36528 -2.14035 -2.33967
C -3.96942 -1.14288 -1.50371
C -2.60875 -0.92114 -1.16999
C -2.29406 0.09549 -0.19953
C -3.31290 1.14731 0.15448
O -1.21231 0.15822 0.42334
C -1.63117 -1.73976 -1.80007
O -0.32993 -1.55642 -1.70429
C -2.04751 -2.76392 -2.66526
H -3.52701 -5.58249 -4.83853
H -2.37096 -5.38832 -3.49934
H -2.24713 -4.35400 -4.95031
H -5.40621 -2.31849 -2.56804
H -4.72997 -0.51982 -1.05443
H -3.74343 1.58854 -0.74331
H -2.82088 1.92020 0.74073
H -4.12593 0.71937 0.74401
H -1.27270 -3.37564 -3.10225
C 3.75095 0.65785 -3.02611
N 3.43218 -0.55216 -3.84412
C 2.87886 -0.16974 -5.16813
C 2.51092 -1.52121 -3.11967
C 3.14968 -1.96458 -1.84071
C 4.35901 -2.64664 -1.99050
C 5.10723 -3.03893 -0.89876
C 4.62168 -2.74728 0.36457
C 3.41269 -2.08923 0.51040
C 2.61017 -1.66635 -0.57049
H 4.51712 1.23197 -3.54137
H 4.10186 0.34221 -2.04802
H 2.84738 1.24775 -2.92462
H 4.30909 -1.05302 -3.99052
H 1.96248 0.38680 -4.99715
H 2.67082 -1.06910 -5.74271
H 3.59752 0.45418 -5.69394
H 2.34778 -2.35499 -3.80427
H 1.57251 -1.01349 -2.95214
H 4.72116 -2.89625 -2.98627
H 6.04733 -3.55742 -1.02919
H 5.18098 -3.04153 1.24346
H 3.07574 -1.90152 1.51967
N -3.54490 7.25376 -0.65995
C -2.33923 6.63850 -0.41043
C -2.25145 5.60155 0.52816
C -1.05782 4.94377 0.73394
C 0.07343 5.30991 0.01033
C 0.00153 6.34242 -0.91631
C -1.19208 7.00614 -1.11963
S 1.58303 4.42207 0.19276
O 2.46685 4.85497 -0.85720
O 2.03684 4.54954 1.56221
N 1.17954 2.86084 0.05331
C 0.88099 2.37071 -1.11395
S 0.73871 3.35953 -2.57465
C 0.12889 2.00378 -3.44064
C 0.14221 0.90819 -2.67495
N 0.61628 1.05198 -1.36751
H -4.26415 7.17767 0.03788
H -3.52513 8.13236 -1.14810
H -3.13107 5.32595 1.09791
H -0.99796 4.15676 1.46996
H 0.89085 6.62114 -1.46504
H -1.24663 7.81602 -1.83658
H -0.21024 2.08621 -4.46016
H -0.22059 -0.05534 -2.98668
O -1.18376 -5.27205 6.90540
C -0.15077 -4.53419 6.44874
O 0.75165 -4.24079 7.17814
C -0.19826 -4.11192 5.01042
C -1.38101 -3.99586 4.28680
C -1.35190 -3.57889 2.96412
C -0.13947 -3.27692 2.34767
S -0.16607 -2.85244 0.63056
C 1.04409 -3.41255 3.06775
C 1.01187 -3.81061 4.39023
H -1.77618 -5.52270 6.18751
H -2.34234 -4.19341 4.74837
H -2.27266 -3.48662 2.40082
H 1.98809 -3.20341 2.58682
H 1.92222 -3.90447 4.96731
```

⟨S²⟩: 0.758
LUMO (alpha / beta) (eV): -3.94 / -3.57
Net charge: +1
HOMO-LUMO gap (alpha / beta) (eV): 6.139 / 6.511
2S+1: 2
E_HOMO (alpha / beta) (eV): -10.1 / -10.1
Molecular weight (g/mol): 1024.26

# 5
Computed, not measured: a cluster of 6 separate species, C37H42BrF41INO10PS in total, with wB97M-V/def2-TZVPD.

Structure (XYZ):
```
135
Properties=species:S:1:pos:R:3
C -4.05754 -2.73503 3.72730
C -3.87779 -2.18732 2.29846
F -3.17329 -3.10945 1.51027
C -3.22342 -0.79909 2.18963
P -4.56784 0.53080 2.49217
O -5.26916 -0.12392 3.81417
Br -6.02281 0.07342 0.87221
C -2.65640 -0.45395 0.79279
C -1.98886 0.91088 0.98442
C -0.83208 1.28343 0.03954
C 0.50281 0.83443 0.57199
O 0.93854 1.18547 1.62364
I 1.54190 -0.59041 -0.62861
N -1.66069 0.94047 2.47970
C -1.99400 -0.42763 3.07040
C -0.65566 -1.20527 2.96057
C -0.58957 -2.67172 3.42866
C 0.32287 -3.58635 2.58631
C 0.14969 -3.42021 1.07769
S 1.00335 -4.60915 0.05778
O 1.68367 -3.88784 -0.98549
O 0.11449 -5.67605 -0.30981
O 2.06705 -5.16250 1.10238
H -5.10472 -2.98470 3.91780
H -3.77747 -2.00108 4.48045
H -3.47634 -3.64882 3.84234
H -4.86417 -2.11481 1.83309
H -6.20489 0.11753 3.85560
H -3.35596 -0.46170 -0.04400
H -1.89759 -1.19973 0.51608
H -2.73305 1.70785 0.88234
H -1.01887 0.80745 -0.92375
H -0.81974 2.36597 -0.13327
H -0.70487 1.22261 2.72987
H -2.25824 1.66331 2.89161
H -2.22574 -0.32333 4.13377
H -0.25163 -1.08310 1.95235
H 0.02161 -0.63932 3.61648
H -0.16369 -2.67071 4.43761
H -1.56460 -3.12932 3.52135
H 1.37288 -3.43819 2.85060
H 0.08078 -4.62413 2.84361
H 0.53998 -2.46554 0.71597
H -0.89138 -3.51246 0.76206
H 2.44460 -5.97980 0.73775
C 4.90293 3.70109 -1.91033
C 4.99549 5.12931 -1.35582
C 6.29602 5.55556 -0.66554
F 6.55394 4.78023 0.40522
F 6.15556 6.82864 -0.24382
F 3.93772 5.37818 -0.55368
F 4.89292 5.94723 -2.44278
O 4.24660 2.72411 -1.11695
C 4.89795 1.97184 -0.18117
C 4.39916 2.23926 1.24673
F 4.52378 3.53653 1.57219
F 5.14349 1.50251 2.10429
F 6.22978 2.08102 -0.27021
F 4.57926 0.67543 -0.43112
H 4.26027 3.79430 -2.78428
H 5.87178 3.34722 -2.26415
H 7.13455 5.50110 -1.36471
H 3.35206 1.94275 1.33542
C -0.57812 1.13208 -5.32202
C -0.96957 1.52479 -6.75424
C -1.59242 2.90754 -6.97070
F -2.73762 3.04761 -6.27724
F -1.87829 3.04420 -8.28667
F -1.75185 0.57266 -7.29499
F 0.19964 1.55935 -7.45300
O -1.48350 0.32032 -4.58716
C -2.50443 0.81885 -3.84460
C -3.88925 0.39777 -4.35976
F -4.06545 0.79001 -5.62752
F -4.82168 0.99607 -3.58142
F -2.41618 2.14744 -3.66222
F -2.40204 0.25849 -2.59760
H 0.29367 0.49185 -5.44606
H -0.25792 2.00195 -4.74684
H -0.89653 3.69830 -6.67921
H -3.99571 -0.68677 -4.29103
C 4.98981 -1.94404 4.26912
C 5.87410 -3.03882 3.64891
C 5.25525 -3.88521 2.53003
F 4.17635 -4.56624 2.97295
F 6.15896 -4.78778 2.09729
F 6.38286 -3.83844 4.60584
F 6.90635 -2.37303 3.06286
O 4.27924 -2.22062 5.47070
C 3.04288 -2.80299 5.45779
C 3.02104 -4.16004 6.17458
F 3.91995 -5.00265 5.64797
F 1.78388 -4.69283 6.02488
F 2.54474 -2.88489 4.20901
F 2.20491 -2.00161 6.16415
H 5.68900 -1.16107 4.55715
H 4.33027 -1.51457 3.51471
H 4.95947 -3.25464 1.68652
H 3.23386 -4.01628 7.23559
C -1.36864 -4.81769 8.57739
C -1.60278 -3.99131 7.30607
C -1.79683 -2.47822 7.44760
F -2.86907 -2.16314 8.18624
F -2.00204 -1.97805 6.19271
F -2.61304 -4.51152 6.57802
F -0.45919 -4.10987 6.56393
O -2.47513 -5.48606 9.14403
C -3.31360 -4.88777 10.04750
C -4.75017 -4.76769 9.51685
F -4.77378 -4.09414 8.34687
F -5.48442 -4.08325 10.41641
F -2.83885 -3.70006 10.46210
F -3.38163 -5.69519 11.12398
H -0.71301 -5.62547 8.25413
H -0.81880 -4.24104 9.32298
H -0.90716 -2.00915 7.87385
H -5.17532 -5.76206 9.37091
C -0.03882 6.85782 -11.27286
C 0.46918 6.08101 -12.49601
C -0.24672 6.29096 -13.83514
F -1.54253 5.93632 -13.76040
F 0.35153 5.51610 -14.76499
F 0.54855 4.76577 -12.21030
F 1.73953 6.53656 -12.71054
O -0.90397 6.19347 -10.36855
C -2.26425 6.18096 -10.51696
C -2.81428 4.76778 -10.74817
F -2.24241 4.19688 -11.82618
F -4.14658 4.85352 -10.96805
F -2.68023 7.04339 -11.45687
F -2.78970 6.59010 -9.33582
H 0.85825 7.03865 -10.68258
H -0.43183 7.83357 -11.56127
H -0.17387 7.33675 -14.14533
H -2.62945 4.14801 -9.87447
```

LUMO (eV): -3.08
Net charge: +1
HOMO-LUMO gap (eV): 9.405
E_HOMO (eV): -12.5
Molecular weight (g/mol): 1709.51

Largest force on an atom values, unit eV/Å, following the record order: 0.80 0.99 4.27 0.61 0.85.